ORCA calculation (wB97M-V/def2-TZVPD) on C58H42BrCrIN3O6P2S as an isolated structure.

The total energy comes out at -213563.065 eV. The HOMO energy (spin up / spin down) comes out at -7.89 / -7.88 eV. As for the multiplicity: 2. The expectation value of S² is 0.76. The HOMO-LUMO gap (spin up / spin down) is 7.135 / 7.333 eV. The value obtained for the energy relative to the best compared isomer or geometry (same formula, charge and spin) is 0.00 kcal per mole.

Cartesian coordinates (Å):
Cr: 0.1025 0.2555 -0.5985
Br: 4.0109 -6.4239 -0.2401
C: 4.5227 -5.0018 0.8933
C: 5.7922 -4.4585 0.7852
C: 6.1536 -3.4181 1.6258
C: 5.2383 -2.8952 2.5291
C: 3.9804 -3.4731 2.6609
C: 3.6246 -4.5316 1.8400
N: 5.7106 -1.8356 3.3751
N: 5.0151 -0.8391 3.6269
C: 3.7783 -0.5716 2.9767
C: 2.6795 -0.3259 3.7752
C: 1.4178 -0.0527 3.2411
C: 1.2673 0.0416 1.8724
O: 0.1257 0.3392 1.2670
C: 2.4027 -0.1265 1.0466
N: 2.1625 0.0341 -0.2785
C: 3.1495 -0.0944 -1.1328
C: 4.4635 -0.3439 -0.7050
C: 4.7321 -0.4903 0.6301
C: 3.6764 -0.4180 1.5649
H: 6.4936 -4.8530 0.0634
H: 7.1504 -2.9965 1.5860
H: 3.2793 -3.1105 3.3993
H: 2.6504 -4.9933 1.9310
H: 2.8129 -0.3845 4.8489
H: 0.5587 0.1003 3.8819
H: 2.8952 0.0189 -2.1793
H: 5.2512 -0.4158 -1.4421
H: 5.7438 -0.6635 0.9669
O: -1.5546 1.3240 -3.2136
S: -0.1377 1.4155 -3.4583
O: 0.3659 1.0694 -4.7504
O: 0.6465 0.6901 -2.3824
C: 0.3247 3.1201 -3.1792
C: 0.5211 3.8862 -4.3220
C: 0.9293 5.2051 -4.2170
C: 1.1815 5.7518 -2.9663
C: 0.9898 4.9840 -1.8300
C: 0.5230 3.6696 -1.9095
P: 0.2508 2.7325 -0.3617
C: -1.0676 3.6035 0.5585
C: -1.7106 2.8915 1.5711
C: -2.7296 3.4772 2.3097
C: -3.1324 4.7741 2.0358
C: -2.5100 5.4850 1.0188
C: -1.4840 4.9062 0.2868
C: 1.7678 3.0932 0.5758
C: 1.7291 3.2204 1.9618
C: 2.9094 3.2946 2.6906
C: 4.1334 3.2433 2.0416
C: 4.1776 3.1304 0.6574
C: 3.0022 3.0530 -0.0724
H: 0.3791 3.4241 -5.2893
H: 1.0769 5.7946 -5.1126
H: 1.5382 6.7694 -2.8740
H: 1.2358 5.4043 -0.8619
H: -1.4188 1.8731 1.7891
H: -3.2137 2.9018 3.0890
H: -3.9353 5.2285 2.6024
H: -2.8292 6.4927 0.7852
H: -1.0403 5.4723 -0.5202
H: 0.7777 3.2483 2.4788
H: 2.8691 3.3837 3.7688
H: 5.0523 3.2905 2.6123
H: 5.1305 3.0948 0.1443
H: 3.0458 2.9517 -1.1507
C: -3.5480 -3.8825 -2.9941
C: -3.5496 -3.9433 -1.6107
C: -3.2423 -2.8136 -0.8628
C: -2.9273 -1.6152 -1.4969
C: -2.9372 -1.5574 -2.8906
C: -3.2469 -2.6854 -3.6307
P: -2.4507 -0.1033 -0.5870
C: -2.9186 -0.4302 1.1552
C: -3.9292 0.2738 1.8045
C: -4.2075 0.0363 3.1465
C: -3.4840 -0.9098 3.8537
C: -2.4701 -1.6140 3.2162
C: -2.1810 -1.3671 1.8842
C: -3.7307 1.0647 -1.1432
C: -5.0568 0.6336 -1.2282
C: -6.0598 1.5146 -1.5978
C: -5.7480 2.8370 -1.8907
C: -4.4319 3.2675 -1.8286
C: -3.4278 2.3812 -1.4623
H: -3.7763 -4.7658 -3.5774
H: -3.7788 -4.8718 -1.1025
H: -3.2615 -2.8827 0.2149
H: -2.6812 -0.6346 -3.3974
H: -3.2377 -2.6306 -4.7118
H: -4.5028 1.0209 1.2724
H: -4.9986 0.5929 3.6337
H: -3.7066 -1.0986 4.8965
H: -1.8944 -2.3543 3.7589
H: -1.3714 -1.8940 1.4024
H: -5.3012 -0.3995 -1.0105
H: -7.0835 1.1684 -1.6623
H: -6.5314 3.5267 -2.1790
H: -4.1771 4.2903 -2.0766
H: -2.4015 2.7147 -1.4552
I: -0.3698 -8.6874 -0.1443
C: -0.1949 -6.6618 -0.6078
C: -0.0195 -6.2707 -1.9277
C: 0.1118 -4.9230 -2.2229
C: 0.0767 -3.9713 -1.2123
C: -0.0745 -4.3812 0.1067
C: -0.2238 -5.7252 0.4145
C: 0.1499 -2.5126 -1.5962
O: 0.2129 -2.1852 -2.7641
O: 0.1480 -1.6958 -0.5764
H: 0.0067 -7.0111 -2.7160
H: 0.2240 -4.5831 -3.2443
H: -0.0780 -3.6360 0.8907
H: -0.3537 -6.0472 1.4395